Formula: C5H10O2
Source: OMol25
Level of theory: wB97M-V/def2-TZVPD

Summary:
calculated total energy	-346.9810	a.u.
ΔE to the lowest compared entry with this formula, charge and spin	1.2102	eV
structure (SMILES)	CC[C@@H](O)CC=O

Each line ends with the Löwdin charge.
Positions of all 17 atoms, in Å:
C  2.14812  -0.38878  -1.11351  -0.102
C  0.65141  -0.63142  -0.94336  -0.221
C  0.08970  0.01528  0.31930  -0.417
O  0.36943  1.39550  0.23304  -0.032
C  -1.42102  -0.24489  0.43917  -0.109
C  -2.16428  0.70199  1.34130  -0.229
O  -1.64526  1.50280  2.08929  0.045
H  2.51447  -0.82395  -2.04930  0.071
H  2.35386  0.68499  -1.12326  0.072
H  2.71906  -0.83439  -0.29084  0.076
H  0.11035  -0.20882  -1.80077  0.117
H  0.43070  -1.70719  -0.92628  0.116
H  0.59210  -0.42276  1.19905  0.152
H  0.04081  1.79074  1.05506  0.076
H  -1.61252  -1.25751  0.82582  0.133
H  -1.90584  -0.20366  -0.54564  0.126
H  -3.27109  0.63207  1.29094  0.125